Density functional theory data (ωB97M-V/def2-TZVPD) for an isolated ion of composition C6H18BN2O4P2 and charge -1.

```
33
C6H18BN2O4P2 ωB97M-V/def2-TZVPD
C 2.59 -0.62 0.68
P 1.86 0.88 -0.16
O 3.04 1.08 -1.32
C 0.62 0.00 -1.23
O 0.27 0.94 -2.24
B -0.85 1.74 -1.68
P -2.18 2.06 -3.16
N -1.92 1.55 -4.65
O -1.43 0.89 -0.60
C -0.77 -0.35 -0.70
C -1.07 -1.25 0.48
C -0.84 -0.67 1.89
O -0.08 0.53 1.82
C -0.11 -1.64 2.83
N 0.41 -0.94 4.00
H 3.67 -0.60 0.50
H 2.19 -1.58 0.34
H 2.43 -0.53 1.76
H 3.15 0.30 -1.88
H 1.08 -0.89 -1.70
H -0.52 2.85 -1.25
H -2.47 3.45 -3.14
H -3.44 1.64 -2.67
H -1.03 1.06 -4.65
H -1.20 -0.89 -1.58
H -0.54 -2.21 0.36
H -2.14 -1.47 0.38
H -1.83 -0.49 2.33
H -0.67 1.28 1.72
H -0.84 -2.38 3.17
H 0.66 -2.20 2.27
H 1.18 -1.46 4.42
H 0.79 -0.06 3.68
```

Its charge is -1. The electronic energy is -1357.5309 Eh. The spin multiplicity is 1.